No. 1
# C24H66N6O6

6 unconnected molecules or ions with the total composition C24H66N6O6 in a non-equilibrium geometry (ωB97M-V/def2-TZVPD, the OMol25 dataset).

```
102
Properties=species:S:1:pos:R:3:forces:R:3
C -4.58227 4.00675 -1.78197 -0.2675 -0.0906 0.6863
O -3.68722 3.12615 -1.13344 -0.1210 -0.1333 0.0752
C -2.33222 3.41941 -1.41743 -0.0342 0.6990 0.1916
C -1.84973 2.78039 -2.69910 0.4003 -0.5928 -0.0168
C -2.02993 1.25511 -2.59960 -0.3041 0.5638 -0.0065
N -0.44410 3.13647 -2.86755 -0.0565 0.4597 0.0337
H -4.45779 5.01744 -1.37394 0.2138 0.1224 -0.4514
H -5.60007 3.72664 -1.50215 0.1034 -0.2791 -0.0958
H -4.49060 3.95644 -2.86690 0.0579 0.2644 -0.0762
H -2.19014 4.50916 -1.46500 0.0033 -0.0653 -0.0883
H -1.71985 3.07982 -0.57667 -0.1229 -0.2267 -0.0199
H -2.41805 3.21073 -3.52806 -0.0173 -0.1726 -0.1257
H -3.08121 0.96639 -2.54883 0.0111 0.0291 -0.0434
H -1.55348 0.96285 -1.66080 0.1017 -0.3411 -0.1332
H -1.56494 0.75886 -3.45161 0.0723 -0.0888 0.0639
H -0.04154 2.64105 -3.65235 0.0034 -0.0146 0.0072
H 0.08358 2.88979 -2.02728 -0.0763 -0.1134 -0.1764
C -4.32217 -7.56661 3.78822 -0.2367 0.5233 0.4342
O -3.71336 -6.41135 3.25863 -0.0014 -0.1217 -0.2056
C -4.35338 -5.23420 3.68052 0.0926 0.0477 0.5720
C -3.73707 -4.02633 2.98176 -0.3258 -0.3707 -0.3244
C -2.23046 -4.01999 3.06020 0.5819 0.8835 -0.2218
N -4.29073 -2.76606 3.48027 -0.4012 -0.1887 0.1449
H -3.85655 -8.43753 3.34140 0.0019 -0.0650 -0.0138
H -5.40403 -7.54862 3.59978 0.0642 -0.1954 -0.2020
H -4.20938 -7.57751 4.88184 0.1280 -0.2011 -0.0659
H -5.43601 -5.31262 3.49212 0.0430 0.1580 -0.1688
H -4.25547 -5.09859 4.77638 0.1289 -0.1283 -0.0904
H -4.03782 -4.12431 1.93279 0.1874 0.2548 -0.0447
H -1.85321 -3.98742 4.08729 -0.1413 -0.4532 0.0543
H -1.84749 -3.08955 2.62521 -0.2558 -0.0300 -0.1437
H -1.77301 -4.81569 2.47856 -0.0675 -0.2837 0.3162
H -4.18013 -2.72189 4.49166 0.1874 0.0343 -0.0475
H -5.29864 -2.80236 3.34512 0.0380 0.2154 -0.0712
C -3.89676 -0.84725 -0.06538 -0.6123 1.1961 -0.0311
O -3.13314 -1.95704 -0.41676 0.1920 -0.0946 -0.2264
C -3.32067 -2.32792 -1.76324 -1.2287 -0.7338 0.3354
C -2.62679 -3.65601 -2.02416 1.1306 0.3754 -0.7270
C -1.14708 -3.61141 -1.62679 -0.2671 -0.0957 0.3349
N -2.70488 -4.01540 -3.46572 -0.9929 0.2161 0.2651
H -4.94976 -0.90104 -0.38434 0.0244 -0.5013 0.0513
H -3.54924 0.07841 -0.54197 0.2935 -0.0892 0.0921
H -3.89178 -0.69688 1.01220 0.2101 -0.2524 0.0505
H -4.40355 -2.51488 -1.90691 0.0776 0.1137 -0.0792
H -3.08423 -1.54829 -2.49841 0.5690 0.1129 0.2187
H -3.11632 -4.43004 -1.43526 -0.1216 -0.0285 -0.0370
H -1.03958 -3.07606 -0.68273 0.1057 0.0357 -0.0395
H -0.54615 -3.12770 -2.39763 -0.0505 0.0841 -0.0108
H -0.76729 -4.62314 -1.48061 0.0349 0.0064 -0.1481
H -3.66583 -4.29952 -3.65967 0.1420 -0.3221 0.0609
H -2.66539 -3.14914 -4.00372 0.4949 -0.0512 0.0438
C -1.21067 0.03508 3.20839 -0.5650 -0.4422 -0.1490
O -0.45844 -0.10104 2.01967 0.4040 0.0716 0.4900
C 0.01537 1.13051 1.53895 -0.1535 0.2918 -0.4748
C 0.91260 0.88521 0.34202 -0.3532 -0.5824 -0.7682
C 2.17527 0.15094 0.73984 0.3827 -0.8290 0.4752
N 1.15214 2.14642 -0.40767 1.0274 -0.1951 1.3924
H -0.83664 0.80146 3.89205 0.2331 0.0238 -0.1113
H -1.20539 -0.93273 3.70893 0.0928 0.0301 0.0455
H -2.26154 0.25345 2.97845 0.0747 0.1637 -0.0169
H -0.84524 1.74187 1.22767 0.1667 0.1978 0.0875
H 0.60713 1.67064 2.29559 -0.2247 -0.0040 0.1525
H 0.36285 0.20913 -0.32658 -0.0565 0.0768 0.0542
H 2.73616 -0.23937 -0.11367 0.0134 0.4384 -0.1429
H 1.93716 -0.75921 1.30348 -0.2430 0.1799 0.0250
H 2.84723 0.72243 1.38780 -0.0695 0.2659 -0.1870
H 2.07398 2.00688 -0.82847 -0.2962 -0.0423 -0.5289
H 1.47597 2.79181 0.32642 -0.3580 0.2900 -0.2581
C 6.54175 -0.04615 -4.36169 -0.1324 -0.4594 0.1177
O 6.46524 -1.35107 -3.79971 -0.3023 0.2125 -0.1541
C 5.39480 -1.54808 -2.87820 1.1559 0.0721 0.1905
C 4.01857 -1.62516 -3.54997 0.6934 -0.2718 0.0122
C 3.05013 -2.26666 -2.59986 -0.5536 0.0415 1.0879
N 4.03965 -2.37095 -4.79566 -0.4464 0.1794 -0.2183
H 7.42112 0.44595 -3.94570 -0.0478 0.2642 -0.1013
H 5.63698 0.53285 -4.16335 0.1003 0.1151 0.1097
H 6.63340 -0.13720 -5.44557 0.1565 0.0532 0.0060
H 5.70957 -2.46008 -2.36026 -0.5268 -0.2144 -0.1370
H 5.44367 -0.76408 -2.10545 -0.2978 0.0733 -0.1237
H 3.72760 -0.59018 -3.74965 -0.2646 -0.0913 -0.1990
H 2.00617 -2.18954 -2.90041 0.0729 -0.0104 -0.2648
H 3.10986 -1.80556 -1.60697 0.0352 0.1054 -0.1210
H 3.27219 -3.31986 -2.40759 0.1071 -0.0362 -0.3311
H 4.71911 -2.00712 -5.44839 0.1380 -0.0422 0.0813
H 4.24289 -3.34837 -4.63319 0.0872 -0.0104 0.0332
C 2.50424 7.21524 4.06438 0.1249 0.7542 0.4705
O 2.65646 5.97964 3.42225 -0.2818 -0.1074 -0.1264
C 3.91814 5.80240 2.84487 0.9748 0.1789 0.5300
C 4.00950 4.44441 2.20328 -2.0369 0.0515 -1.4227
C 5.38508 4.20480 1.65617 0.6641 -0.4638 0.5970
N 3.02090 4.36410 1.05485 0.8078 0.5465 -0.1196
H 2.72582 7.15617 5.13788 -0.0016 -0.1980 -0.0744
H 1.48550 7.58748 3.95477 -0.0652 -0.2504 -0.0768
H 3.17084 7.99075 3.66468 -0.0287 -0.1664 -0.1875
H 4.11908 6.59510 2.10633 -0.1217 -0.1346 -0.1505
H 4.73807 5.89938 3.58199 -0.3045 -0.0260 0.1692
H 3.61643 3.66853 2.86056 0.6320 0.0488 0.4966
H 5.70666 5.04798 1.04234 -0.0023 -0.0338 -0.0815
H 5.46760 3.28013 1.08650 -0.2524 0.0657 -0.1687
H 6.09878 4.09196 2.47858 0.0136 0.1749 -0.0630
H 3.49805 4.81818 0.27510 -0.1360 -0.2425 -0.1731
H 2.23512 4.99196 1.21628 -0.0290 -0.1836 0.4075
```
Positions in Å, forces in eV/Å.

Output
HOMO-LUMO gap ... 0.3366 Eh
HOMO energy ... -0.314 Ha
F_max ... 2.5 eV Å⁻¹
Total energy ... -1733.85222 hartree
Charge ... 0
SMILES ... COC[C@H](C)N.COC[C@H](C)N.COC[C@H](C)N.COC[C@H](C)N.COC[C@H](C)N.COC[C@H](C)N

These are the Mulliken partial charges, in e, on atoms 1 to 8: number 1, C, carries -0.727; number 2, O, carries -0.324; number 3, C, carries -0.441; number 4, C, carries 0.338; number 5, C, carries -0.720; number 6, N, carries -0.764; number 7, H, carries 0.307; number 8, H, carries 0.264

=====

No. 2
# C24H66N6O6

6 unconnected molecules or ions with the total composition C24H66N6O6 in a non-equilibrium geometry (ωB97M-V/def2-TZVPD, the OMol25 dataset).

```
102
Properties=species:S:1:pos:R:3:forces:R:3
C 44.26754 1.55316 -4.06878 1.5744 0.5194 0.4248
O 44.33228 0.22171 -4.48458 -1.0179 -0.3610 -0.0823
C 45.45086 -0.15023 -5.25718 0.0699 0.2717 -0.2035
C 45.69719 0.73757 -6.47104 1.4629 0.7097 0.1096
C 44.60053 0.72842 -7.50625 -1.0602 0.3276 0.1743
N 47.00115 0.39390 -7.08792 -0.8874 -1.0151 -0.2716
H 43.66389 1.66809 -3.17086 -0.4784 -0.2935 -0.2838
H 43.98852 2.26418 -4.85179 -0.3461 -0.1346 -0.0133
H 45.27235 1.86700 -3.73208 -0.0423 0.0986 -0.0882
H 46.34187 -0.12534 -4.61456 0.0910 -0.1050 -0.0967
H 45.26040 -1.16796 -5.59672 0.1083 -0.0662 0.1284
H 45.87289 1.75885 -6.10383 -0.8073 0.0943 0.0880
H 44.85670 1.29473 -8.40312 0.2292 -0.1520 -0.0295
H 43.70669 1.22904 -7.11668 0.1488 0.0660 0.1595
H 44.21478 -0.25408 -7.78317 0.5322 -0.1944 -0.0518
H 47.02940 0.83083 -7.99698 0.4134 0.0502 0.0225
H 47.79720 0.64839 -6.52532 -0.0066 0.2206 0.0047
C 34.69396 -0.02349 4.50179 -1.4625 -0.1639 0.3637
O 34.98874 1.34204 4.69400 0.7643 -0.7077 0.0192
C 35.70218 1.50290 5.92526 -1.0310 1.2522 -0.2606
C 35.83836 3.03252 6.11624 0.0781 -1.3185 0.9667
C 36.60927 3.34496 7.39091 1.1735 -0.7174 0.1959
N 34.53443 3.67023 6.26701 -0.7618 -0.3009 -0.9208
H 33.84313 -0.31001 5.14342 0.2229 0.0181 0.2859
H 35.50901 -0.70225 4.75831 0.2699 0.1298 -0.2996
H 34.27831 -0.20893 3.51142 0.6109 0.2402 -0.2807
H 35.04256 1.14544 6.72511 0.2958 -0.3471 0.2407
H 36.65735 0.97566 5.90526 0.0905 -0.0577 0.0090
H 36.33148 3.35645 5.19963 0.0229 0.5629 0.1498
H 37.54081 2.77976 7.55004 0.1008 0.1078 -0.8603
H 36.09701 2.97749 8.28613 -0.6578 0.6662 -0.1192
H 36.88454 4.39539 7.42552 -0.3306 0.0911 0.3477
H 34.05017 3.31980 7.09144 0.4706 0.1057 0.2857
H 33.93450 3.29703 5.52681 0.2007 0.4240 -0.1409
C 41.61750 1.58444 -0.98483 -0.4313 0.3788 -1.3194
O 41.06540 1.30983 0.27873 0.9838 0.7147 -0.2353
C 40.02710 2.23443 0.56384 -0.8161 -0.5002 1.1009
C 39.70713 2.05714 2.04218 -0.4630 -0.6697 0.1297
C 38.41133 2.72907 2.47929 0.1557 1.3790 -0.7055
N 40.81145 2.61772 2.81660 -0.3389 -0.1604 0.0960
H 42.00520 2.60249 -1.12325 -0.1794 0.1856 0.5470
H 40.82286 1.47812 -1.73456 0.0452 -0.0251 -0.1280
H 42.43833 0.96014 -1.33882 -0.1169 -0.6213 0.8685
H 40.26248 3.30104 0.47059 0.4836 -0.1364 -0.5911
H 39.15436 1.96747 -0.04262 -0.0453 0.2240 -0.1245
H 39.55946 0.97444 2.18997 0.3067 -0.0579 0.0573
H 38.59408 3.80598 2.35668 -0.1350 -0.0010 0.2105
H 38.13088 2.58529 3.52136 0.2182 -0.3171 0.0337
H 37.54337 2.53454 1.84624 0.0993 -0.4715 0.0181
H 40.66391 2.35765 3.78690 0.2071 0.0779 0.0653
H 41.69756 2.22848 2.51549 -0.0393 -0.1694 0.0708
C 39.30244 6.94650 -6.40260 0.4145 0.8177 0.0363
O 40.22703 5.89213 -6.50293 0.3785 -0.3549 0.1467
C 40.67493 5.37994 -5.26297 -0.6018 1.0439 1.1253
C 39.71479 4.32761 -4.70376 0.5459 -0.1195 -0.3613
C 40.14036 3.90692 -3.30713 1.0107 0.1616 -0.4299
N 39.68019 3.13179 -5.55430 0.0153 0.0408 -0.0513
H 39.59868 7.71147 -5.66855 0.2769 -0.2518 0.0973
H 38.28749 6.66359 -6.11214 -0.0409 -0.3078 -0.3788
H 39.36686 7.45562 -7.36397 -0.5892 -0.1312 -0.0693
H 41.72549 5.08585 -5.31359 -0.1303 -0.5227 -0.4592
H 40.68531 6.19903 -4.52255 0.0045 0.1038 -0.1386
H 38.74109 4.82539 -4.68072 -0.1742 -0.3445 -0.0449
H 41.12822 3.44079 -3.42909 -0.0946 -0.2157 0.1153
H 39.48907 3.17119 -2.84685 -0.1933 0.1768 0.0495
H 40.35602 4.76685 -2.67053 -0.4848 -0.0243 0.1781
H 40.61554 2.72962 -5.51211 -0.1417 -0.1818 0.0632
H 39.57438 3.39668 -6.53031 -0.1970 0.1342 0.0943
C 44.59514 0.24067 4.47880 0.7433 0.6606 0.3985
O 43.56972 1.19456 4.58115 -0.5105 -0.0795 -0.2774
C 43.56041 1.99523 5.73640 -0.0761 -0.2331 -0.0058
C 42.21563 2.71319 5.84596 1.5365 1.4033 1.0284
C 42.39719 3.65183 7.07284 -0.1277 -0.8480 -0.5068
N 41.10025 1.83533 6.05399 -0.6096 -1.1611 -0.3913
H 45.54702 0.69157 4.15891 -0.1664 0.1302 -0.2258
H 44.29236 -0.48863 3.73451 -0.0054 -0.2440 0.2016
H 44.84154 -0.16928 5.46625 -0.3790 -0.4949 -0.1308
H 43.69683 1.38022 6.63853 -0.0269 -0.1743 -0.0295
H 44.38626 2.71559 5.73471 0.0097 0.1271 -0.2015
H 42.10176 3.33168 4.95188 -0.2268 -0.1535 -0.0969
H 43.21626 4.36115 6.97098 -0.0426 0.0362 -0.2559
H 42.67788 2.94880 7.86210 -0.2728 0.4183 0.4914
H 41.47975 4.19315 7.29029 -0.0361 -0.0759 0.2012
H 41.34135 0.88573 5.77951 -0.0508 0.1427 -0.3223
H 40.77087 1.72544 7.00583 0.2389 0.5477 0.1216
C 38.07072 -3.99305 2.80079 -0.3475 -0.3275 0.4578
O 38.70204 -3.35309 3.87772 0.2215 -0.0649 0.6761
C 38.62876 -1.95838 3.90969 -0.9664 0.8993 -0.7737
C 39.29457 -1.37400 5.13308 1.2851 -0.0215 -0.1730
C 40.79692 -1.72064 5.14461 0.1081 -0.2069 -0.2373
N 38.72557 -1.80037 6.40282 -0.0846 -0.9757 0.4678
H 36.97473 -3.92984 2.86004 0.0571 0.4680 -0.1402
H 38.26724 -5.05633 2.94987 0.3091 0.0714 -0.3863
H 38.43983 -3.61937 1.84253 -0.0622 -0.1356 -0.0800
H 39.01390 -1.52566 2.97606 0.4882 -0.0213 0.0643
H 37.59397 -1.57402 3.91145 -0.2627 -0.4848 0.1020
H 39.24959 -0.28050 5.08632 -0.3699 -0.0333 -0.2233
H 41.19242 -1.59882 6.15381 0.1026 0.0264 -0.0397
H 41.39687 -1.13139 4.44619 -0.2430 0.3745 0.1057
H 40.98035 -2.74279 4.80435 -0.2502 -0.1532 0.3459
H 37.74529 -2.07014 6.35157 -0.0666 0.4917 -0.3257
H 39.15274 -2.69850 6.63126 0.1093 0.2156 0.1209
```
Positions in Å, forces in eV/Å.

Output
HOMO-LUMO gap ... 0.3497 Eh
HOMO energy ... -0.325 Ha
F_max ... 2.3 eV Å⁻¹
Total energy ... -1733.82714 hartree
Charge ... 0
SMILES ... COC[C@H](C)N.COC[C@H](C)N.COC[C@H](C)N.COC[C@H](C)N.COC[C@H](C)N.COC[C@H](C)N

These are the Mulliken partial charges, in e, on atoms 1 to 8: number 1, C, carries -0.198; number 2, O, carries -0.322; number 3, C, carries -0.811; number 4, C, carries 0.681; number 5, C, carries -1.167; number 6, N, carries -0.719; number 7, H, carries -0.196; number 8, H, carries 0.171

=====

Number 2 is which compound?
C24H66N6O6

=====

Which value of HOMO-LUMO gap does entry 2 give?
0.3497 Eh

=====

Look up the HOMO energy of the first one.
-0.314 Ha